Entry 1:
{"formula": "C5H8N2", "method": "ωB97M-V with the def2-TZVPD basis set", "symbols": ["H", "N", "C", "H", "C", "C", "H", "C", "H", "H", "H", "H", "N", "C", "H"], "positions_angstrom": [[1.19181, -2.31436, -0.42752], [-1.24595, 1.37583, -0.90637], [1.02072, -1.25090, -0.32699], [-1.23675, 2.35171, -0.65831], [-1.03188, -1.00687, 0.79529], [0.93789, 0.92143, 0.20497], [-2.03375, -0.56049, 0.72391], [-0.19115, 0.59627, -0.61621], [0.21994, 0.44711, 1.15863], [-1.17483, -2.09267, 0.88151], [2.86134, -0.31988, 0.37407], [1.30714, 1.93270, 0.35914], [-0.30958, -0.75446, -0.55396], [1.82541, -0.26537, 0.06799], [-2.14034, 0.93995, -1.07615]], "forces_ev_per_angstrom": [[-0.01, 0.17, 0.04], [0.06, -0.07, 0.10], [0.17, -0.03, 0.07], [0.02, -0.16, -0.03], [-0.35, -0.22, -0.11], [0.10, 0.16, -0.10], [0.15, -0.09, 0.05], [-0.22, 0.12, 0.29], [0.11, 0.13, -0.13], [0.01, 0.19, 0.01], [-0.18, -0.02, -0.05], [-0.07, -0.18, -0.04], [0.15, 0.11, -0.09], [-0.10, -0.15, -0.02], [0.14, 0.04, 0.00]], "total_charge": 0, "homo_lumo_gap_ev": 7.51, "energy_ha": -304.6604, "relative_energy_ev": 4.7638}

Entry 2:
{"formula": "C14H26O3P2Tl", "method": "ωB97M-V with the def2-TZVPD basis set", "symbols": ["H", "H", "C", "P", "C", "H", "O", "H", "H", "C", "H", "C", "H", "H", "H", "C", "H", "H", "H", "H", "C", "O", "H", "H", "C", "H", "C", "P", "H", "C", "H", "O", "H", "C", "C", "H", "H", "H", "C", "C", "H", "Tl", "H", "H", "H", "C"], "positions_angstrom": [[-3.30960, -3.17830, -0.36011], [-0.67401, -3.65925, -2.38952], [-1.87378, 1.02074, 1.90216], [0.66964, 2.58914, -0.25062], [1.25949, 3.13013, 1.39435], [-1.59728, 3.22768, 0.30558], [1.84489, -0.16006, 2.95255], [-1.53916, -2.66269, 2.11383], [-1.29276, 3.35698, -1.45613], [-1.65743, 1.04482, 3.39959], [2.25991, -1.17817, -1.27914], [-0.54290, 1.35713, 5.92650], [0.52661, 2.87595, 2.17148], [2.81175, 3.09589, -1.26356], [-1.41607, -4.76412, -1.16974], [-1.88631, 2.23600, 4.11122], [-0.00637, 1.53302, 6.85954], [-0.04245, 0.10411, -2.46425], [-1.45798, 3.33702, 5.90408], [1.48389, 3.15699, -2.45158], [-0.39549, 0.13272, 5.24896], [-1.22443, 0.04835, 1.30262], [-1.49670, -4.29170, 1.34857], [-2.92478, -1.88322, -1.53907], [-0.99577, -3.31500, 1.41738], [0.34858, -4.39479, -1.12966], [-2.75166, -2.24429, -0.51450], [-0.95794, -2.56508, -0.24987], [2.51351, -0.47210, -1.31572], [-0.86835, 3.55624, -0.45988], [0.03202, -3.44913, 1.78083], [-2.51779, 1.92179, 1.33724], [1.40947, 4.21880, 1.37487], [-0.65077, -3.99043, -1.34198], [1.61397, -0.22284, 1.83581], [-2.48441, 3.02036, 3.65405], [-0.64228, 4.62747, -0.36091], [0.19548, -0.67759, 5.68528], [-1.30215, 2.39722, 5.36952], [1.77792, 3.42667, -1.42799], [2.20799, 2.63150, 1.63216], [-0.41418, 0.10108, -0.77803], [-3.09110, -1.47640, 0.19506], [-0.96812, -0.98116, 3.46271], [1.69958, 4.51655, -1.29436], [-1.00018, -0.03470, 4.00705]], "forces_ev_per_angstrom": [[0.04, 0.30, -0.06], [-0.03, -0.19, 0.26], [-1.03, 1.37, 0.05], [-0.57, 0.72, 0.38], [0.13, -0.23, -0.02], [0.40, 0.35, -0.53], [-0.39, -0.15, -2.39], [0.16, -0.17, -0.28], [0.10, 0.15, 0.26], [0.17, -0.02, -0.04], [0.11, 0.24, -0.02], [0.25, 0.08, -0.45], [0.12, 0.04, -0.20], [-0.21, 0.18, -0.11], [0.29, 0.28, -0.08], [0.37, -0.45, -0.08], [-0.27, -0.16, -0.16], [-0.51, 0.00, 0.22], [0.15, -0.36, -0.08], [0.10, 0.15, 0.23], [-0.38, 0.27, 0.29], [-0.06, 0.10, -0.94], [0.15, 0.28, 0.07], [-0.03, -0.15, 0.24], [0.33, 0.11, 0.07], [-0.30, 0.02, -0.10], [0.12, 0.00, -0.10], [-0.88, -0.02, 0.34], [-0.07, -0.25, 0.01], [-0.12, -0.11, 0.11], [-0.31, -0.06, 0.00], [0.89, -1.75, 0.53], [-0.04, -0.28, 0.03], [0.31, 0.10, -0.17], [0.57, 0.06, 2.32], [0.25, -0.08, 0.02], [-0.08, -0.27, -0.08], [-0.29, 0.31, -0.08], [-0.27, -0.35, -0.05], [0.29, -0.37, -0.14], [-0.19, 0.20, -0.01], [0.34, 0.11, 0.69], [0.06, -0.27, -0.18], [0.33, 0.37, 0.25], [0.04, -0.38, -0.03], [-0.06, 0.32, 0.02]], "total_charge": 1, "homo_lumo_gap_ev": 7.83, "energy_ha": -1629.6733}

Entry 3:
{"formula": "CHNO3", "method": "ωB97M-V with the def2-TZVPD basis set", "symbols": ["O", "N", "H", "C", "O", "O"], "positions_angstrom": [[-0.28099, 1.69059, 0.27694], [-0.66959, 0.42622, -0.05382], [1.47293, 0.22121, -0.15532], [0.58769, -0.40462, 0.03553], [-1.67744, -0.38740, -0.41408], [0.56739, -1.54599, 0.31075]], "forces_ev_per_angstrom": [[-3.88, -5.39, -1.85], [-0.13, -0.50, -0.10], [-0.23, 0.00, 0.04], [0.81, -0.07, -0.01], [3.57, 5.94, 1.90], [-0.15, 0.03, 0.02]], "total_charge": 0, "homo_lumo_gap_ev": [9.27, 9.27], "energy_ha": -318.9950, "relative_energy_ev": 3.3872}

Entry 4:
{"formula": "C31H54F9N2O4S", "method": "ωB97M-V with the def2-TZVPD basis set", "symbols": ["H", "C", "C", "H", "C", "H", "H", "C", "F", "C", "H", "H", "C", "C", "C", "O", "H", "H", "H", "H", "C", "H", "H", "H", "H", "H", "C", "F", "F", "C", "N", "H", "F", "H", "C", "H", "H", "C", "H", "C", "O", "C", "H", "C", "H", "C", "C", "C", "H", "C", "O", "F", "H", "S", "C", "O", "H", "H", "C", "H", "H", "F", "H", "H", "H", "H", "F", "H", "H", "H", "C", "H", "H", "C", "F", "C", "H", "C", "H", "H", "H", "H", "F", "N", "H", "C", "C", "H", "H", "C", "H", "H", "H", "H", "H", "C", "C", "H", "H", "H", "H"], "positions_angstrom": [[-6.70758, 0.64140, 0.28934], [6.34027, -2.28696, -4.65309], [-1.21922, 1.52169, 1.10520], [-6.88454, -2.29171, -0.05132], [-2.18575, -3.38319, 2.97960], [-2.18263, 3.56114, 5.19565], [-2.77901, -4.85276, 1.42894], [1.61979, 3.83580, -0.30400], [0.06376, 6.76169, -0.62757], [0.04221, -2.05538, 2.88696], [-5.13057, 0.50387, 4.57488], [-4.85429, -3.19070, 2.57157], [0.29410, 1.16875, 1.46939], [1.89142, -1.78431, -1.59445], [4.13476, -0.56498, -1.46156], [5.94970, -2.28826, -3.27863], [-0.21504, -4.11521, 3.83616], [1.15198, -2.89240, 1.04026], [-1.83227, 0.56534, 1.30028], [-4.18365, 0.87636, 2.99745], [5.09088, 0.45835, -1.50326], [2.05041, -2.31089, -2.60141], [7.21806, -4.26638, -4.56669], [4.95140, 1.43880, -2.04940], [2.44079, 0.00334, -2.75351], [-0.26747, -4.17324, 2.01411], [6.46641, -3.72016, -5.14521], [3.10930, 5.21316, -1.82588], [0.48800, 4.55661, -3.57000], [-0.06812, -0.76640, -0.32620], [0.44588, -1.83515, -1.23457], [-2.44326, -2.30930, 3.25194], [2.45561, 6.02088, 0.13377], [-0.08481, -1.77884, -2.12857], [0.82980, 6.09104, -1.60754], [-1.76734, 3.71315, 1.62065], [0.16817, -2.75751, -0.84127], [1.33375, -2.16646, 1.90326], [-6.00121, -0.80899, -2.49564], [-6.17749, -1.59711, 0.49992], [2.40479, 2.51668, -2.56687], [-4.43447, -3.36691, 1.52894], [5.55372, -1.77403, -5.21317], [2.01294, 5.22768, -0.97278], [0.48115, -1.86449, 3.92116], [-4.66725, -2.10015, 0.57485], [0.99291, 0.09694, 0.46445], [-6.16499, -0.17392, -0.28928], [-2.36494, -3.16114, 0.70179], [-1.87401, 2.65694, 2.02219], [0.11638, 2.09244, -1.96779], [1.46350, 7.13596, -2.32977], [7.54910, -0.50773, -4.43801], [1.48589, 2.33759, -1.36912], [-6.72661, -0.28998, -1.78304], [-2.95712, 1.26486, 5.80681], [8.44336, -2.00321, -4.21523], [6.74796, -3.75194, -6.20024], [2.55063, -0.33782, -1.67847], [-1.41221, 1.80113, 0.02512], [-4.98306, -4.24871, 1.05410], [0.37612, 4.08250, 0.33958], [-5.26776, 2.17283, 3.67958], [-7.69050, -0.90499, -1.77131], [2.45214, -2.43797, -0.83434], [-0.52070, 3.32528, 3.67228], [-0.73907, 6.40374, -3.39616], [7.96809, -1.49854, -5.85037], [6.03919, 0.29010, -0.88652], [0.96279, 2.06637, 1.67780], [-1.40990, 2.62905, 3.55668], [2.95300, 1.00045, 0.02038], [-0.70449, -1.27536, 2.54613], [-4.57392, 1.31187, 3.98770], [2.65193, 3.57074, 0.64337], [-0.59427, -3.55231, 2.91760], [-5.06519, 0.15246, -0.38478], [-0.13320, 5.36981, -2.64105], [-1.19155, 1.56773, 3.89851], [-6.93072, 0.75296, -2.19075], [-2.55613, -4.07396, 3.81670], [5.52078, -4.25405, -5.01957], [-1.21893, 4.74804, -1.98828], [-2.60303, 3.10638, 4.37136], [-6.63636, -1.37611, 1.53002], [7.65101, -1.53208, -4.80554], [1.94439, -0.75986, 1.48221], [-4.01358, -1.23961, 0.96884], [2.94734, -0.97073, 0.96422], [2.01217, 0.73615, -0.58823], [4.50097, -1.63465, -1.29253], [6.63909, -2.73978, -2.77428], [-0.78122, -1.27117, 0.42015], [2.13233, -2.67997, 2.55328], [-0.75582, -0.10588, -0.96684], [-3.32868, 1.90026, 4.79865], [-2.87441, -3.72748, 1.56304], [-3.00323, 2.44452, 2.03206], [-4.36455, -2.37714, -0.49816], [2.21451, -0.14002, 2.40795], [0.22148, 0.63520, 2.48551]], "forces_ev_per_angstrom": [[0.55, -1.14, -0.78], [0.66, -0.37, 0.02], [-0.48, 0.22, 0.39], [1.06, 0.55, 0.73], [0.19, -0.59, -0.39], [-0.65, -0.62, -0.14], [0.17, 1.43, -0.15], [0.20, 1.27, 2.69], [1.53, -2.08, -1.92], [1.61, -2.09, -0.82], [1.07, 1.33, -0.71], [0.57, -0.17, -1.32], [-1.04, -0.72, 0.12], [2.30, -0.82, 0.02], [1.12, 1.59, -0.05], [-0.34, 0.04, 0.19], [-0.49, 0.85, -1.23], [0.12, 1.13, 0.94], [0.87, 1.27, -0.26], [-0.53, 0.48, 1.42], [-1.38, -1.80, 0.58], [-0.41, 0.83, 1.45], [0.07, 0.12, -0.07], [-0.18, -1.05, 1.23], [-0.21, 0.08, 1.39], [-0.55, 0.92, 1.07], [-0.24, -0.12, -0.10], [-2.43, -0.67, 1.40], [-1.09, 1.33, 2.56], [-2.27, 1.44, 1.55], [-0.74, -0.52, -1.10], [0.28, -1.35, -0.14], [-1.08, -1.66, -1.88], [0.30, 0.11, 0.75], [0.10, 2.51, -0.43], [0.08, -1.39, 0.36], [0.61, 0.61, -0.24], [0.32, 0.61, 1.61], [-0.86, 0.64, 1.08], [0.13, 1.67, -0.03], [-1.01, 0.36, 4.13], [0.21, 0.05, -1.11], [-0.05, 0.00, 0.23], [1.95, 2.27, 0.90], [-0.95, 0.29, -1.34], [-0.70, -0.53, 0.61], [1.02, 0.26, 0.71], [0.59, -0.43, -0.63], [-0.46, -0.86, 1.17], [-0.54, -0.57, 0.38], [2.28, 1.00, 3.10], [-1.01, -2.35, 1.37], [-0.04, -0.06, -0.09], [-1.12, -3.03, -8.33], [-0.23, 0.03, 0.39], [-0.95, 1.91, -2.52], [-0.05, -0.11, -0.10], [0.00, -0.03, 0.08], [0.99, -0.15, -0.95], [0.55, -0.30, 1.17], [0.55, 1.15, 0.81], [2.81, -0.74, -1.13], [0.93, -1.29, 0.55], [1.21, 1.00, -0.14], [-0.87, 1.16, -0.94], [-1.13, -0.98, 0.23], [1.33, -2.08, 1.62], [0.02, -0.01, 0.08], [-1.09, 0.09, -1.72], [-0.78, -1.13, -0.61], [-0.89, -0.09, -1.32], [-1.43, -0.10, -0.96], [0.85, -0.97, 0.58], [0.46, 1.01, -0.75], [-2.38, 0.22, -1.77], [-0.57, 1.04, 0.47], [-1.58, -0.27, 0.29], [-2.88, 1.11, -1.91], [0.29, 1.26, -0.48], [0.16, -1.41, 0.41], [0.07, 1.03, -1.41], [0.04, 0.07, -0.07], [2.91, 0.79, -1.34], [0.63, -0.84, -0.02], [0.88, -0.66, -1.32], [-0.02, 0.29, -0.02], [0.50, -0.98, -1.00], [-0.86, -1.12, -0.69], [-1.31, 0.29, 0.66], [1.26, -0.35, 2.13], [-0.76, 1.66, 0.31], [-0.02, 0.04, -0.17], [1.19, 0.62, -1.11], [-1.07, 0.61, -1.12], [1.34, -0.70, 0.98], [0.11, -2.01, 2.32], [-0.46, -0.25, 1.16], [1.66, 0.43, -0.11], [-0.14, 0.47, 1.52], [-0.61, -0.82, -1.38], [0.24, 0.85, -1.57]], "total_charge": 1, "homo_lumo_gap_ev": 8.31, "energy_ha": -2920.4995}